(1)
This record from OMol25 describes a cluster of 3 separate species, C2H10NO2 in total. The level of theory is ωB97M-V with the def2-TZVPD basis set.

## Properties
HOMO = -15.34 eV
energy above the lowest of the compared OMol25 structures with the same formula, charge and spin = 162.9 kJ/mol
maximum force = 4.357 eV/A
net charge = +1
spin multiplicity = 1
total energy = -287.13427 hartree
lowest unoccupied orbital energy = -4.7 eV

Each atom is followed by the atoms it is bonded to, with distances in Å.
Cartesian coordinates (Å):
1 C 1.78209 -0.18195 0.28069  N3 1.537, H4 1.074, H5 1.141, H6 1.066
2 C 1.16932 -1.65074 -1.41716  N3 1.259, H7 1.099, H8 1.078
3 N 0.86797 -0.54203 -0.90125  C1 1.537, C2 1.259, H9 1.031
4 H 2.72952 0.24005 0.00130  C1 1.074
5 H 2.27865 -1.13021 0.67576  C1 1.141
6 H 1.31405 0.32744 1.09172  C1 1.066
7 H 1.82393 -2.38227 -0.92275  C2 1.099
8 H 0.65465 -2.05513 -2.27307  C2 1.078
9 H 0.09598 0.13732 -0.97673  N3 1.031
10 H -1.44474 0.58172 0.17329  O12 1.016
11 H -0.49633 1.89491 0.55489  O12 0.963
12 O -0.73577 1.24832 -0.11770  H10 1.016, H11 0.963
13 H -3.44115 1.70183 0.64409  O15 1.016
14 H -3.63822 0.70715 1.87757  O15 0.970
15 O -2.95996 1.10358 1.30936  H13 1.016, H14 0.970

(2)
This record from OMol25 describes a cluster of 3 separate species, C2H10NO2 in total. The level of theory is ωB97M-V with the def2-TZVPD basis set.

## Properties
HOMO (spin up / spin down) = -20.84 / -20.84 eV
energy above the lowest of the compared OMol25 structures with the same formula, charge and spin = 72.1 kJ/mol
maximum force = 3.688 eV/A
net charge = +2
spin multiplicity = 2
total energy = -286.62053 hartree
lowest unoccupied orbital energy (spin up / spin down) = -9.7 / -14.4 eV

Each atom is followed by the atoms it is bonded to, with distances in Å.
Cartesian coordinates (Å):
1 C 1.03756 -2.18011 0.53292  N3 1.474, H4 1.088, H5 1.094, H6 1.111
2 C 0.10788 -0.25641 1.77763  N3 1.246, H7 1.101, H8 1.100
3 N 0.28620 -0.92905 0.74367  C1 1.474, C2 1.246
4 H 1.95167 -1.99248 -0.02576  C1 1.088
5 H 0.37562 -2.89205 0.03177  C1 1.094
6 H 1.23695 -2.59235 1.54519  C1 1.111
7 H 0.44902 -0.64038 2.75170  C2 1.101
8 H -0.36333 0.73680 1.73656  C2 1.100
9 H 0.34169 0.00964 -0.42758  O15 1.016
10 H -1.69895 3.24134 -1.17303  O12 0.966
11 H -2.57542 2.14745 -1.80977  O12 0.966
12 O -1.69842 2.31310 -1.44048  H10 0.966, H11 0.966
13 H -0.55026 1.41262 -1.24912  O15 1.050
14 H 0.83998 0.86174 -1.88562  O15 0.975
15 O 0.25982 0.76013 -1.10807  H9 1.016, H13 1.050, H14 0.975